Entry P
Density functional theory data (ωB97M-V/def2-TZVPD) for an isolated ion of composition C7H16N4 and charge +2.

```
27
C7H16N4 (ωB97M-V/def2-TZVPD)
N -0.848 -1.613 0.574
N -1.187 -1.992 -0.591
N 1.216 0.744 0.050
N 0.706 0.214 1.203
C -0.208 -0.852 1.342
C -2.536 -2.549 -0.854
C -1.895 -3.887 -0.913
C 1.688 2.213 -1.763
C 1.005 1.908 -0.520
C 0.057 2.874 0.040
C 1.283 0.790 2.423
H 0.986 2.359 -2.588
H -1.446 -4.342 -1.871
H 2.294 0.871 2.338
H 0.056 3.647 -0.686
H 0.467 3.134 1.033
H -2.808 -2.174 -1.863
H 1.832 0.122 -0.420
H -3.268 -2.222 0.014
H -0.494 -2.230 -1.313
H -0.981 2.627 0.270
H -2.001 -4.588 -0.026
H 2.295 3.069 -1.707
H 0.786 1.672 2.453
H 0.996 -0.076 3.074
H -0.291 -1.135 2.339
H 2.298 1.418 -2.035
```

As for the HOMO energy (spin up / spin down): -16.04 / -16.19 eV. The net charge is +2.

Atomic partial charges in e from the natural (NBO) method, atoms 1 to 5:
1 N -0.310
2 N -0.230
3 N -0.302
4 N -0.273
5 C 0.321

Entry Q
Density functional theory data (ωB97M-V/def2-TZVPD) for an isolated ion of composition C7H16N4 and charge +2.

```
27
C7H16N4 (ωB97M-V/def2-TZVPD)
N -2.260 0.694 0.147
N -0.041 1.147 -0.337
N 2.096 1.944 -0.676
N 1.817 -0.146 0.259
C -1.409 -2.148 0.815
C -1.050 0.296 -0.072
C 3.235 -0.367 0.484
C -2.798 2.028 0.259
C -0.970 -1.459 -0.215
C 1.326 0.953 -0.259
C -0.449 -1.916 -1.523
H 3.664 0.453 1.064
H -0.018 -1.113 -2.115
H 3.361 -1.285 1.052
H -1.259 -2.359 -2.105
H -2.961 -0.038 0.253
H -1.758 -1.720 1.739
H 0.300 -2.696 -1.386
H 3.103 1.866 -0.634
H -3.381 2.098 1.179
H 1.730 2.786 -1.097
H -0.323 2.107 -0.540
H -2.033 2.799 0.280
H -3.485 2.215 -0.572
H -1.423 -3.225 0.761
H 3.778 -0.467 -0.459
H 1.178 -0.880 0.546
```

As for the SMILES: C=C(C)C(/[NH+]=C(/N)NC)=[NH+]/C. As for the HOMO energy: -17.85 eV. The net charge is +2.

Atomic partial charges in e from the natural (NBO) method, atoms 1 to 5:
1 N -0.450
2 N -0.597
3 N -0.727
4 N -0.512
5 C -0.348

Most stable one: entry Q, least stable one: entry P.

Entry P
Density functional theory data (ωB97M-V/def2-TZVPD) for H12O6Ti as an isolated structure.

```
19
H12O6Ti (ωB97M-V/def2-TZVPD)
Ti -0.069 0.117 0.246
O -1.118 -1.326 -0.138
O 0.048 -0.328 1.803
O 1.347 0.908 -0.421
O -0.895 0.414 -1.450
O -0.331 1.888 0.487
O 1.168 -1.161 -0.312
H 0.541 -1.138 1.932
H -0.390 2.309 -0.371
H 0.642 -1.894 -0.632
H -1.229 -1.918 0.606
H 1.829 1.050 -1.235
H 1.915 -1.574 0.122
H -0.471 -0.233 2.602
H -1.570 -0.018 -1.973
H -1.659 -1.706 -0.830
H 2.024 0.856 0.254
H -0.875 2.431 1.058
H -0.905 1.323 -1.748
```

As for the HOMO energy (spin up / spin down): -7.07 / -16.05 eV. Its spin multiplicity is 4. The net charge is +1.

Atomic partial charges in e from the natural (NBO) method, atoms 1 to 5:
1 Ti 0.339
2 O -0.909
3 O -0.882
4 O -0.823
5 O -0.851

Entry Q
Density functional theory data (ωB97M-V/def2-TZVPD) for H12O6Ti as an isolated structure.

```
19
H12O6Ti (ωB97M-V/def2-TZVPD)
Ti 0.032 -0.128 0.042
O 1.476 1.613 -0.913
O 1.350 -1.965 0.510
O 0.974 0.557 2.163
O -1.941 -1.312 0.362
O -1.669 1.696 -0.577
O -0.016 -0.845 -2.161
H -0.744 -0.763 -2.796
H 1.226 2.413 -0.425
H -2.645 -1.564 -0.259
H -2.375 -0.917 1.134
H 2.316 -1.966 0.481
H -2.535 1.283 -0.701
H 0.783 -0.632 -2.662
H -1.827 2.423 0.039
H 1.738 0.244 2.671
H 2.444 1.611 -0.917
H 1.098 -2.597 1.200
H 0.316 0.846 2.809
```

As for the HOMO energy (spin up / spin down): -7.57 / -15.57 eV. Its spin multiplicity is 4. The net charge is +1.

Atomic partial charges in e from the natural (NBO) method, atoms 1 to 5:
1 Ti 0.782
2 O -0.951
3 O -0.952
4 O -0.973
5 O -0.965

Entry R
Density functional theory data (ωB97M-V/def2-TZVPD) for H12O6Ti as an isolated structure.

```
19
H12O6Ti (ωB97M-V/def2-TZVPD)
Ti 0.379 -0.055 0.690
O 2.416 -0.918 1.147
O -1.649 -1.040 0.539
O -2.041 0.158 -2.359
O -0.477 1.093 2.600
O 0.440 1.973 -0.518
O 0.640 -1.016 -1.451
H -0.653 2.044 2.607
H 1.033 2.658 -0.185
H 2.987 -1.130 0.396
H -1.933 -1.915 0.254
H 0.588 -1.929 -1.769
H -0.011 0.913 3.424
H 2.901 -1.198 1.931
H 0.045 2.332 -1.327
H 1.404 -0.627 -1.901
H -2.371 -0.440 -3.037
H -2.433 -0.632 0.933
H -1.266 -0.270 -1.975
```

As for the HOMO energy (spin up / spin down): -7.63 / -14.24 eV. Its spin multiplicity is 4. The net charge is +1.

Atomic partial charges in e from the natural (NBO) method, atoms 1 to 5:
1 Ti 0.800
2 O -0.978
3 O -0.966
4 O -0.954
5 O -0.958

Most stable one: entry Q, least stable one: entry P.

Entry P
Density functional theory data (ωB97M-V/def2-TZVPD) for a 17-piece molecular cluster, H34O17 overall.

```
51
H34O17 (ωB97M-V/def2-TZVPD)
O -3.078 -0.842 -0.659
O -0.458 -2.037 -2.390
O -1.309 0.790 -3.139
O -0.102 0.012 -0.192
O 0.604 2.391 -2.300
O 0.799 -2.153 1.218
O -1.268 1.571 2.714
O -1.654 -1.223 2.462
O 2.877 1.294 -1.015
O 1.658 -0.644 -2.575
O 2.151 -3.720 -0.741
O -1.852 3.343 -1.006
O -2.936 1.606 0.749
O 1.015 -0.162 3.353
O 2.625 0.440 1.386
O 0.505 2.633 0.530
O -1.557 -3.011 -0.056
H -1.760 4.174 -0.588
H -0.935 -2.809 0.636
H 2.184 -1.360 -2.914
H 3.751 1.014 -1.199
H 2.151 -0.254 -1.850
H -2.747 0.749 0.337
H -2.354 -0.465 -1.141
H 3.158 -0.277 1.057
H 1.963 -2.914 -0.251
H -1.184 -0.416 2.700
H -1.855 1.641 3.490
H -0.076 1.776 -2.609
H -0.798 0.055 -2.744
H -0.098 2.894 1.234
H -1.869 1.665 1.987
H -2.799 2.347 0.168
H 2.659 0.915 -0.164
H -0.061 0.911 0.134
H 1.267 2.763 1.081
H 0.428 -1.639 -2.508
H 2.335 -4.320 -0.002
H 0.316 -0.651 0.369
H -2.704 -1.682 -0.430
H -1.353 -3.932 -0.238
H 0.476 0.631 3.415
H 3.258 1.072 1.729
H -0.626 -2.218 -1.471
H -2.452 -0.816 2.126
H 1.766 -0.064 2.716
H 0.464 -1.717 2.053
H -1.162 0.699 -4.071
H 1.071 1.934 -1.633
H -0.961 3.030 -1.107
H 0.545 -3.008 1.345
```

As for the HOMO energy: -10.04 eV.

Atomic partial charges in e from the natural (NBO) method, atoms 1 to 5:
1 O -0.964
2 O -1.011
3 O -0.951
4 O -1.020
5 O -0.986

Entry Q
Density functional theory data (ωB97M-V/def2-TZVPD) for a 17-piece molecular cluster, H34O17 overall.

```
51
H34O17 (ωB97M-V/def2-TZVPD)
O -1.850 -0.739 -3.057
O 2.419 1.420 -2.178
O -3.231 0.001 1.718
O 1.250 -0.964 -2.408
O -1.242 -0.994 3.059
O -0.087 1.299 -3.410
O 0.956 1.123 2.682
O -1.556 2.073 2.028
O 2.177 2.096 0.607
O -2.036 -1.397 -0.358
O 1.697 -1.642 1.728
O 0.695 -3.423 -0.511
O 0.300 3.004 -1.052
O -2.046 1.684 -0.864
O 3.493 -0.289 0.160
O -0.696 -3.221 1.832
O 0.267 -0.030 -0.105
H -2.544 -0.679 0.003
H -2.219 -1.133 -1.219
H 0.251 -3.209 -1.328
H 1.161 1.352 3.592
H -0.294 -3.155 0.976
H 1.244 -1.064 1.134
H -1.145 2.100 -0.950
H -1.011 -1.797 2.535
H -2.571 2.333 -0.369
H 2.746 1.925 -2.914
H 2.902 0.490 0.085
H -0.562 -0.441 -0.062
H 2.687 1.936 -1.413
H 1.830 -0.184 -2.370
H -1.579 -1.349 3.875
H -2.501 -0.407 2.176
H 0.757 2.588 -0.308
H 0.532 -0.398 -0.977
H -2.711 -0.614 -3.532
H -0.411 -4.106 2.124
H 1.165 -2.399 1.661
H -0.683 1.661 1.882
H 0.642 -4.348 -0.328
H 0.342 1.525 -2.637
H -2.142 1.454 1.626
H -1.321 0.034 -3.233
H 0.546 0.259 2.703
H -0.456 2.178 -3.688
H -3.837 -0.707 1.794
H 3.138 -0.889 0.828
H -0.091 3.752 -0.637
H 1.732 1.806 1.397
H 0.980 -1.039 -3.321
H 2.937 2.537 1.001
```

As for the HOMO energy: -9.73 eV.

Atomic partial charges in e from the natural (NBO) method, atoms 1 to 5:
1 O -0.989
2 O -0.957
3 O -0.983
4 O -0.979
5 O -0.983

Entry R
Density functional theory data (ωB97M-V/def2-TZVPD) for a 17-piece molecular cluster, H34O17 overall.

```
51
H34O17 (ωB97M-V/def2-TZVPD)
O 1.561 1.002 3.752
O -2.248 0.590 -1.607
O -3.711 0.308 0.825
O -0.050 0.085 -3.643
O 1.251 -1.959 -2.804
O 1.899 1.296 1.187
O -1.164 1.413 2.438
O -2.329 -2.225 0.497
O 3.121 0.884 -1.773
O 0.610 2.215 -1.778
O 1.915 -1.827 1.727
O 3.512 -1.516 -0.522
O 0.085 -0.325 -0.148
O -1.389 2.886 0.022
O -1.588 -2.015 -2.204
O 0.339 -3.091 -0.399
O -0.677 -1.454 2.503
H 0.740 3.081 -2.136
H -1.832 -1.896 1.242
H -1.389 1.885 1.646
H 3.511 1.650 -1.347
H -2.714 -3.022 0.691
H 3.475 -0.701 -1.035
H 1.540 1.174 2.835
H -0.167 2.313 -1.233
H -0.550 -3.356 -0.402
H -4.125 0.370 1.716
H -0.083 0.850 -3.064
H 0.920 -2.190 -1.981
H -2.912 0.452 -0.941
H -1.189 3.768 0.319
H 2.361 1.374 4.117
H -0.740 -0.511 2.573
H 2.207 1.036 -1.646
H -0.669 2.077 2.955
H -2.177 2.966 -0.534
H -3.358 -0.558 0.795
H -1.619 -1.042 -2.130
H 2.813 1.081 1.307
H 0.705 -1.197 -3.078
H 0.070 0.344 -4.549
H 0.582 0.340 0.429
H 2.877 -1.456 0.221
H 1.873 2.253 1.088
H 1.036 -1.472 1.785
H -0.335 -1.651 3.342
H 0.231 -2.249 0.101
H -2.375 1.459 -1.949
H -0.739 0.039 -0.399
H 2.325 -1.388 2.451
H -1.430 -2.090 -1.260
```

As for the HOMO energy: -7.70 eV.

Atomic partial charges in e from the natural (NBO) method, atoms 1 to 5:
1 O -0.980
2 O -0.954
3 O -0.990
4 O -0.944
5 O -0.991

Most stable one: entry Q, least stable one: entry R.

Entry P
Density functional theory data (ωB97M-V/def2-TZVPD) for CH5NO2S as an isolated structure.

```
10
CH5NO2S (ωB97M-V/def2-TZVPD)
S -0.214 1.167 0.247
O 1.841 -0.109 -0.319
O -0.302 1.100 -1.168
N -1.393 1.104 1.239
C 0.968 -0.037 0.652
H -0.678 -2.504 -1.228
H -2.260 1.178 0.922
H 1.466 0.142 1.567
H 1.264 -0.275 -1.067
H -0.692 -1.765 -0.845
```

As for the HOMO energy (spin up / spin down): -8.85 / -8.92 eV.

Atomic partial charges in e from the natural (NBO) method, atoms 1 to 5:
1 S 1.669
2 O -0.602
3 O -0.940
4 N -1.043
5 C -0.138

Entry Q
Density functional theory data (ωB97M-V/def2-TZVPD) for CH5NO2S as an isolated structure.

```
10
CH5NO2S (ωB97M-V/def2-TZVPD)
S -2.423 -0.244 0.429
O -2.289 1.092 -0.125
O 0.707 0.559 0.529
N -2.948 -1.296 -0.524
C 1.150 0.920 -0.518
H 1.679 1.878 -0.645
H -3.183 -1.072 -1.482
H 2.900 -1.184 1.588
H 3.342 -0.971 2.188
H 1.065 0.318 -1.440
```

As for the HOMO energy: -10.39 eV.

Atomic partial charges in e from the natural (NBO) method, atoms 1 to 5:
1 S 1.482
2 O -0.883
3 O -0.502
4 N -0.986
5 C 0.294

Most stable one: entry Q, least stable one: entry P.